110
Properties=species:S:1:pos:R:3:forces:R:3:mulliken_charge:R:1 method="wB97M-V/def2-TZVPD" relative_energy_ev=0.000 lumo_ev=2.402 energy_ev=-63548.395 charge=-1 multiplicity=1 e_homo_ev=-0.8199
Sr 0.13627 2.02393 0.81962 -0.534 0.464 -0.879 1.62
C -2.72850 -0.23075 6.28540 -0.009 0.023 0.026 -1.59
C -2.24257 1.08246 5.73162 0.035 -0.008 -0.020 0.76
C -0.97475 1.56251 6.05260 0.004 0.040 0.046 -0.46
C -0.49470 2.74881 5.51210 -0.082 0.030 -0.031 0.78
C 0.87409 3.27070 5.85386 0.013 0.056 -0.043 -1.49
C -1.30486 3.45530 4.62157 -0.017 -0.020 0.067 -0.36
C -2.59175 3.02061 4.31148 0.181 0.017 -0.073 0.78
C -3.45851 3.82677 3.38765 -0.260 0.116 0.050 -1.55
C -3.03903 1.82807 4.87170 -0.076 -0.026 0.011 -0.61
H -2.56126 -0.29874 7.36260 0.008 0.007 -0.017 0.38
H -2.20385 -1.06688 5.81863 0.015 -0.028 -0.013 0.29
H -3.79342 -0.36617 6.09605 0.003 0.004 0.005 0.37
H -0.34869 0.99911 6.73932 -0.003 -0.003 -0.006 0.27
H 0.82720 4.31381 6.17005 -0.023 -0.011 0.051 0.42
H 1.53182 3.24936 4.98017 -0.016 -0.019 0.065 0.20
H 1.33530 2.68880 6.65200 0.020 -0.017 -0.009 0.34
H -0.93363 4.37371 4.18103 -0.016 0.013 0.003 0.40
H -4.50450 3.52524 3.46775 0.009 -0.005 0.041 0.37
H -3.17960 3.73696 2.33331 0.234 -0.141 0.055 0.13
H -3.38895 4.88737 3.63541 -0.024 -0.007 -0.021 0.48
H -4.03595 1.47109 4.63067 0.028 0.004 -0.019 0.14
C -0.96464 1.40665 -6.96308 0.006 -0.014 0.032 -2.01
C -1.50535 0.68997 -5.72235 0.012 0.093 0.034 2.21
C -2.31295 1.68332 -4.87864 0.016 -0.045 -0.025 -1.82
C -2.44591 -0.42205 -6.20597 0.006 -0.031 0.002 -1.89
P -0.07941 -0.20386 -4.86494 0.018 0.019 -0.049 -0.13
C -0.88554 -0.41900 -3.20504 0.068 0.061 0.102 -1.28
N -0.33185 -1.33206 -2.22017 -0.053 -0.084 -0.258 0.37
B -0.69450 -1.22444 -0.80360 -0.206 0.406 0.394 1.52
N 0.02243 -2.34881 -0.17298 0.112 -0.038 0.006 0.08
C 0.70608 -2.19483 1.09697 0.100 -0.220 -0.145 -1.59
P 1.80976 -0.67547 1.04443 -0.273 -0.407 0.110 0.13
C 1.66648 -0.04412 2.80310 -0.165 0.056 -0.064 2.85
C 0.13980 0.09784 3.07926 -0.002 -0.241 0.232 -1.22
C 2.32498 1.34784 2.81656 0.581 0.180 0.432 -1.68
C 2.25830 -0.91433 3.91320 -0.092 0.026 0.007 -2.19
C 3.54690 -1.30346 0.75602 0.217 -0.059 -0.150 2.46
C 4.56764 -0.25906 1.22180 -0.001 -0.030 0.010 -2.17
C 3.87698 -2.66345 1.37299 -0.042 -0.011 0.010 -1.76
C 3.69377 -1.41537 -0.77355 -0.052 0.020 0.028 -2.14
C 0.62856 -3.10025 -1.17561 0.057 -0.159 0.161 -0.51
C 1.34899 -4.27622 -1.06226 -0.033 0.100 0.015 -0.44
C 1.86535 -4.86726 -2.21425 0.021 -0.009 -0.088 -1.07
C 1.63330 -4.28764 -3.45158 0.033 -0.054 0.046 -0.84
C 0.89490 -3.10935 -3.57514 -0.075 0.021 -0.067 -0.78
C 0.39830 -2.49705 -2.43171 -0.119 0.074 0.000 1.32
C 1.29676 1.01571 -4.45927 0.096 -0.083 0.060 2.36
C 0.90885 2.42937 -4.03785 -0.065 0.036 -0.107 -1.63
C 2.06855 0.36527 -3.29801 -0.022 0.073 -0.055 -2.62
C 2.24675 1.07309 -5.66528 -0.009 0.046 0.082 -1.93
H -1.80278 1.74296 -7.58163 0.003 -0.011 -0.011 0.52
H -0.34174 0.74143 -7.56545 -0.001 -0.006 -0.022 0.41
H -0.37577 2.28439 -6.70184 0.026 0.024 0.007 0.30
H -3.08328 2.14207 -5.50766 0.003 0.007 -0.009 0.56
H -1.69686 2.48046 -4.47124 0.023 0.046 0.006 0.28
H -2.82465 1.20076 -4.04592 0.008 -0.024 0.006 0.28
H -3.30362 0.02161 -6.72145 0.004 0.010 -0.006 0.50
H -2.83141 -1.02176 -5.38019 -0.010 -0.014 0.027 0.27
H -1.93645 -1.09443 -6.89881 0.000 0.002 0.006 0.39
H -1.93175 -0.67509 -3.39432 -0.054 -0.059 -0.071 0.57
H -0.90061 0.57006 -2.73650 -0.101 -0.051 0.000 0.49
H 1.24461 -3.11409 1.32926 0.077 0.085 0.072 0.61
H -0.00804 -2.05299 1.90293 -0.062 0.024 -0.011 0.28
H -0.51390 -0.07677 2.21294 0.167 0.032 -0.050 -0.72
H -0.10849 1.07387 3.49862 0.033 0.002 0.122 -0.51
H -0.16058 -0.64073 3.82547 -0.112 -0.015 -0.023 0.56
H 2.66239 1.72904 1.84771 0.002 -0.139 0.003 0.07
H 3.21571 1.34174 3.45198 0.023 0.066 -0.018 0.56
H 1.66452 2.11653 3.21961 -0.031 0.009 0.093 0.04
H 1.78514 -1.89975 3.91638 0.068 -0.009 0.033 0.44
H 2.05626 -0.43574 4.87766 0.009 -0.060 0.028 0.43
H 3.33644 -1.03769 3.81934 0.000 0.003 -0.012 0.48
H 4.59308 -0.13678 2.30447 -0.010 -0.019 0.009 0.25
H 4.37470 0.71603 0.77214 0.003 0.016 -0.014 0.36
H 5.56200 -0.58256 0.89951 0.014 0.017 0.004 0.56
H 3.77241 -2.67359 2.45839 -0.006 -0.002 -0.012 0.18
H 4.91257 -2.92296 1.13165 0.017 0.009 0.010 0.55
H 3.24466 -3.44815 0.95573 0.054 0.009 0.005 0.27
H 3.52095 -0.44898 -1.25117 0.033 -0.051 0.057 0.33
H 2.99870 -2.13704 -1.20715 0.013 0.012 0.018 0.38
H 4.71074 -1.74185 -1.01301 0.005 -0.014 -0.001 0.63
H 1.50348 -4.73651 -0.09307 -0.008 0.001 -0.013 0.54
H 2.43459 -5.78547 -2.13972 0.002 -0.001 -0.006 0.37
H 2.02250 -4.75516 -4.34784 0.004 -0.009 0.004 0.41
H 0.71855 -2.68688 -4.55268 0.017 0.005 0.020 0.43
H 0.22918 2.44994 -3.18292 0.027 -0.034 -0.006 0.04
H 0.45423 2.98918 -4.85661 -0.019 0.033 0.005 0.40
H 1.80721 2.97253 -3.72913 -0.003 -0.006 0.019 0.50
H 1.49455 0.36493 -2.36850 0.027 -0.001 -0.074 0.20
H 2.98245 0.93771 -3.10941 0.004 0.014 -0.063 0.83
H 2.34978 -0.66486 -3.53140 0.005 -0.017 0.040 0.43
H 1.78914 1.53470 -6.54012 -0.040 0.022 -0.015 0.39
H 2.58487 0.07405 -5.94816 -0.016 -0.011 0.017 0.40
H 3.12539 1.66667 -5.39437 0.010 0.004 -0.031 0.45
C -3.91473 -1.01693 -0.32678 0.028 0.004 -0.046 -1.94
C -2.81994 -0.58552 0.66781 0.132 0.117 -0.038 2.36
C -2.63237 -1.75116 1.64568 -0.073 0.004 0.041 -1.54
C -3.34949 0.61650 1.45273 -0.028 0.101 0.044 -1.65
C -1.54373 -0.17359 -0.10986 0.133 -0.238 -0.179 -2.05
H -4.85142 -1.27943 0.18066 -0.009 0.005 0.015 0.49
H -3.57797 -1.88482 -0.90119 -0.008 0.016 0.009 0.31
H -4.12321 -0.20866 -1.03270 0.012 -0.003 -0.002 0.33
H -3.60442 -2.03472 2.06451 0.014 -0.019 -0.008 0.59
H -1.99569 -1.48776 2.49226 0.009 0.023 -0.024 0.02
H -2.21002 -2.62589 1.14913 0.021 -0.021 -0.036 0.11
H -4.32005 0.41147 1.92160 0.010 -0.025 0.029 0.45
H -3.47223 1.47768 0.78873 -0.016 -0.013 0.007 0.29
H -2.65079 0.91063 2.24487 -0.055 -0.026 -0.041 -0.28
H -1.86822 0.59831 -0.82865 -0.008 -0.040 0.039 0.55